Here is a cluster of 8 separate species, C46H116N8O15 in total from OMol25. Energies are from ωB97M-V/def2-TZVPD.

The calculation puts the HOMO energy (alpha / beta) at -9.27 / -9.27 eV. The HOMO-LUMO gap (alpha / beta) is 0.2312 / 0.0461 hartree. For the calculated total energy, the calculation gives -92189.57129 eV. The energy relative to the best compared isomer or geometry (same formula, charge and spin) comes out at 40.3 kcal/mol. As for the total charge: +1. Its spin multiplicity is 2.

Each line ends with the Löwdin spin population.
CARTESIAN COORDINATES (ANGSTROEM)
C (-3.3930, 11.0106, -27.8383)  0.00
O (-3.3704, 12.4245, -28.1072)  0.00
C (-2.5698, 12.7716, -29.2371)  0.00
C (-2.1174, 14.2666, -29.0944)  0.00
N (-3.2293, 14.9670, -28.5847)  0.00
C (-4.3651, 15.4943, -29.3342)  0.00
C (-5.6695, 14.9084, -28.8259)  0.00
O (-5.8824, 14.8924, -27.3570)  0.00
C (-6.4097, 16.1398, -27.0765)  0.00
H (-2.5567, 10.6833, -27.2206)  0.00
H (-3.6703, 10.3061, -28.6224)  0.00
H (-4.1545, 10.8838, -27.0689)  0.00
H (-3.1621, 12.6227, -30.1400)  0.00
H (-1.7346, 12.0955, -29.4198)  0.00
H (-1.6316, 14.7395, -29.9479)  0.00
H (-1.4815, 14.3624, -28.2143)  0.00
H (-3.7776, 14.4426, -27.9180)  0.00
H (-4.2438, 15.0173, -30.3067)  0.00
H (-4.3177, 16.5778, -29.4441)  0.00
H (-5.6219, 13.8409, -29.0409)  0.00
H (-6.5084, 15.2471, -29.4340)  0.00
H (-7.3144, 16.3625, -27.6423)  0.00
H (-5.6664, 16.9360, -27.1161)  0.00
H (-6.6233, 15.9687, -26.0214)  0.00
C (-6.3749, 7.2916, -34.3732)  0.00
O (-7.4324, 8.2117, -34.3556)  0.00
C (-7.1510, 9.5085, -34.9664)  0.00
C (-6.2746, 10.4157, -34.1670)  0.00
N (-6.4682, 11.7876, -34.6891)  0.00
C (-5.7890, 12.7757, -33.8742)  0.00
C (-6.6726, 13.3414, -32.7551)  0.00
O (-7.9878, 13.4920, -33.3225)  0.00
C (-8.3844, 14.7256, -33.9013)  0.00
H (-5.4812, 7.5819, -33.8207)  0.00
H (-6.2219, 7.0164, -35.4167)  0.00
H (-6.7148, 6.2663, -34.2272)  0.00
H (-8.1183, 10.0069, -34.9039)  0.00
H (-6.9552, 9.5321, -36.0385)  0.00
H (-5.2647, 10.0294, -34.3043)  0.00
H (-6.5028, 10.2342, -33.1167)  0.00
H (-7.4337, 12.0275, -34.5147)  0.00
H (-5.4856, 13.6937, -34.3774)  0.00
H (-4.8703, 12.4412, -33.3923)  0.00
H (-6.3597, 14.2796, -32.2968)  0.00
H (-6.6051, 12.5894, -31.9689)  0.00
H (-9.3318, 14.4640, -34.3725)  0.00
H (-7.6106, 15.1803, -34.5198)  0.00
H (-8.5082, 15.4937, -33.1379)  0.00
C (-13.3703, 14.0352, -27.8093)  0.00
O (-12.0672, 13.7206, -28.1323)  0.00
C (-11.0737, 14.1641, -27.2830)  0.00
C (-9.7466, 13.3666, -27.5922)  0.00
N (-9.8339, 11.9694, -27.1658)  0.00
C (-8.6678, 11.2179, -27.6305)  0.00
C (-8.8463, 9.6738, -27.3252)  0.00
O (-8.8748, 9.0697, -28.6112)  0.00
C (-7.7070, 8.7651, -29.3189)  0.00
H (-14.0658, 13.7811, -28.6092)  0.00
H (-13.6288, 15.0899, -27.7154)  0.00
H (-13.7377, 13.4549, -26.9629)  0.00
H (-11.3801, 13.9358, -26.2622)  0.00
H (-10.8854, 15.2346, -27.3639)  0.00
H (-8.8838, 13.6856, -27.0075)  0.00
H (-9.3858, 13.4536, -28.6171)  0.00
H (-10.6687, 11.6514, -27.6370)  0.00
H (-7.7103, 11.4314, -27.1555)  0.00
H (-8.4642, 11.4407, -28.6779)  0.00
H (-9.7473, 9.4474, -26.7550)  0.00
H (-8.0775, 9.2763, -26.6626)  0.00
H (-6.9174, 8.1243, -28.9265)  0.00
H (-7.2843, 9.7081, -29.6653)  0.00
H (-8.0726, 8.2432, -30.2033)  0.00
C (-14.8592, -1.4677, -27.0896)  0.00
O (-14.6036, -0.0981, -27.0845)  0.00
C (-15.0400, 0.6445, -26.0384)  0.00
C (-14.8087, 2.1156, -26.3336)  0.00
N (-13.3988, 2.2157, -26.6800)  0.00
C (-13.0893, 3.5488, -27.1672)  0.00
C (-11.5922, 3.7955, -27.1862)  0.00
O (-11.3367, 5.1981, -27.0139)  0.00
C (-9.9519, 5.5640, -26.8931)  0.00
H (-15.9027, -1.6930, -26.8694)  0.00
H (-14.3485, -1.9251, -26.2423)  0.00
H (-14.7298, -1.9605, -28.0532)  0.00
H (-14.5140, 0.2778, -25.1570)  0.00
H (-16.1203, 0.5083, -25.9889)  0.00
H (-14.9614, 2.8127, -25.5097)  0.00
H (-15.4183, 2.3925, -27.1938)  0.00
H (-13.0239, 1.4681, -27.2461)  0.00
H (-13.4016, 4.3122, -26.4547)  0.00
H (-13.5710, 3.7655, -28.1207)  0.00
H (-11.3361, 3.4385, -28.1837)  0.00
H (-11.1446, 3.2601, -26.3488)  0.00
H (-9.5304, 5.0690, -26.0183)  0.00
H (-9.7656, 6.6010, -26.6137)  0.00
H (-9.4527, 5.2254, -27.8010)  0.00
C (-1.7107, 6.5954, -27.3960)  0.00
O (-0.3794, 6.3490, -27.9395)  0.00
C (0.5504, 5.8738, -26.9584)  0.03
C (2.0686, 5.7239, -27.4569)  0.07
N (2.8753, 4.7698, -26.6492)  0.68
C (3.0329, 5.0214, -25.2287)  0.08
C (4.2631, 4.3249, -24.5871)  0.00
O (5.4275, 5.1403, -24.6821)  0.01
C (5.4705, 6.4056, -24.0103)  0.00
H (-1.5842, 7.6757, -27.4668)  0.00
H (-1.7990, 6.3235, -26.3441)  0.00
H (-2.5811, 6.2207, -27.9346)  0.00
H (0.1144, 4.9397, -26.6042)  0.00
H (0.7364, 6.5981, -26.1654)  0.00
H (2.4292, 6.7399, -27.2960)  0.04
H (2.0995, 5.5001, -28.5232)  0.00
H (3.7429, 4.4151, -27.0255)  0.02
H (2.2020, 4.4301, -24.8439)  0.04
H (3.0634, 6.0883, -25.0075)  0.02
H (4.5102, 3.3427, -24.9901)  0.00
H (4.0195, 4.3067, -23.5248)  0.00
H (4.9227, 6.5505, -23.0791)  0.00
H (5.1877, 7.2073, -24.6925)  0.00
H (6.5164, 6.6773, -23.8675)  0.00
C (-9.1209, 4.7325, -31.4581)  0.00
O (-9.2908, 3.4726, -32.0509)  0.00
C (-8.8588, 2.4496, -31.1421)  0.00
C (-9.6509, 1.2001, -31.5030)  0.00
N (-9.2787, 0.6684, -32.7617)  0.00
C (-10.2517, -0.3294, -33.3039)  0.00
C (-9.9056, -0.9998, -34.6053)  0.00
O (-10.5570, -0.5754, -35.7707)  0.00
C (-10.2359, -1.3008, -36.9481)  0.00
H (-8.1249, 5.0699, -31.1712)  0.00
H (-9.7208, 4.7691, -30.5488)  0.00
H (-9.4122, 5.3593, -32.3009)  0.00
H (-9.0339, 2.5791, -30.0741)  0.00
H (-7.8176, 2.1935, -31.3380)  0.00
H (-10.6900, 1.5093, -31.6158)  0.00
H (-9.7208, 0.4322, -30.7325)  0.00
H (-9.0679, 1.3749, -33.4520)  0.00
H (-11.2742, 0.0351, -33.4032)  0.00
H (-10.5077, -1.0283, -32.5075)  0.00
H (-10.2478, -2.0341, -34.6399)  0.00
H (-8.8523, -0.8389, -34.8348)  0.00
H (-10.6236, -2.3177, -37.0086)  0.00
H (-9.1794, -1.5682, -36.9277)  0.00
H (-10.3739, -0.8009, -37.9069)  0.00
C (-2.3229, 2.0692, -26.2765)  0.00
O (-2.3262, 2.1196, -27.7557)  0.00
C (-1.3871, 3.0189, -28.4447)  0.00
C (-1.5204, 2.7310, -29.9308)  0.00
N (-2.9302, 2.8276, -30.3652)  0.00
C (-3.2537, 2.5674, -31.7419)  0.00
C (-2.7620, 1.2437, -32.2905)  0.00
O (-3.2401, 0.9192, -33.5634)  0.00
C (-4.5071, 0.2174, -33.5168)  0.00
H (-3.2792, 1.8285, -25.8123)  0.00
H (-1.9263, 2.9807, -25.8292)  0.00
H (-1.5423, 1.3613, -25.9980)  0.00
H (-0.3617, 2.7395, -28.2029)  0.00
H (-1.5606, 4.0454, -28.1219)  0.00
H (-1.0549, 1.7681, -30.1414)  0.00
H (-0.7829, 3.4050, -30.3666)  0.00
H (-3.4512, 2.2482, -29.7227)  0.00
H (-2.7040, 3.3630, -32.2449)  0.00
H (-4.2949, 2.7113, -32.0304)  0.00
H (-2.9748, 0.4919, -31.5305)  0.00
H (-1.6822, 1.1779, -32.4236)  0.00
H (-5.2230, 0.8490, -32.9908)  0.00
H (-4.4645, -0.6882, -32.9117)  0.00
H (-4.7674, 0.1553, -34.5735)  0.00
C (-2.9971, 7.6639, -31.7648)  0.00
C (-4.1855, 7.4690, -30.8157)  0.00
C (-4.6087, 5.9888, -30.6105)  0.00
O (-5.7871, 5.9568, -29.8280)  0.00
C (-6.1143, 4.6651, -29.3855)  0.00
N (-3.7598, 8.0244, -29.5194)  0.00
H (-2.6908, 8.7022, -31.6380)  0.00
H (-3.3166, 7.5337, -32.7987)  0.00
H (-2.2825, 6.8769, -31.5237)  0.00
H (-4.9551, 8.1484, -31.1821)  0.00
H (-3.7338, 5.5547, -30.1265)  0.00
H (-4.7991, 5.4814, -31.5562)  0.00
H (-5.3367, 4.1273, -28.8430)  0.00
H (-6.1847, 4.1476, -30.3423)  0.00
H (-7.1303, 4.6126, -28.9942)  0.00
H (-2.8205, 7.7900, -29.2314)  0.00
H (-4.3996, 7.6807, -28.8175)  0.00

=====

Here is a cluster of 14 separate species, C46H124N4O26 in total from OMol25. Energies are from ωB97M-V/def2-TZVPD.

The calculation puts the HOMO energy (alpha / beta) at 0.46 / -6.92 eV. The HOMO-LUMO gap (alpha / beta) is 0.0535 / 0.3239 hartree. For the calculated total energy, the calculation gives -108893.96294 eV. As for the total charge: -1. Its spin multiplicity is 2.

Each line ends with the Löwdin spin population.
CARTESIAN COORDINATES (ANGSTROEM)
C (-30.2976, 2.2679, -20.8028)  0.00
C (-30.5760, 0.8018, -21.0869)  0.00
O (-31.5090, 0.2314, -20.1102)  0.00
O (-29.3386, 2.2875, -19.6773)  0.00
H (-31.2453, 2.7614, -20.5872)  0.00
H (-29.9001, 2.7488, -21.6965)  0.00
H (-29.6880, 0.1701, -21.0636)  0.00
H (-30.9890, 0.7811, -22.0954)  0.00
H (-31.1463, 0.3776, -19.2335)  0.00
H (-29.7407, 1.8387, -18.9300)  0.00
C (-30.8785, -3.8670, -12.4351)  0.00
C (-30.4904, -2.7898, -13.3700)  0.00
O (-31.3023, -2.9980, -14.5663)  0.00
O (-32.1917, -3.5567, -12.0165)  0.00
H (-30.2342, -3.8830, -11.5561)  0.00
H (-30.7602, -4.7742, -13.0276)  0.00
H (-29.4229, -2.8715, -13.5745)  0.00
H (-30.7283, -1.7679, -13.0745)  0.00
H (-32.1965, -2.8323, -14.2586)  0.00
H (-32.1735, -3.0034, -11.2322)  0.00
C (-25.6646, 6.5972, -14.1325)  0.00
C (-25.5723, 5.7593, -12.8418)  0.00
O (-26.8188, 5.0210, -12.6963)  0.00
O (-25.6817, 5.7021, -15.2526)  0.00
H (-24.8724, 7.3447, -14.1724)  0.00
H (-26.5694, 7.2048, -14.1131)  0.00
H (-25.3522, 6.4798, -12.0541)  0.00
H (-24.6724, 5.1616, -12.9872)  0.00
H (-27.5864, 5.5896, -12.7911)  0.00
H (-26.0820, 4.8851, -14.9464)  0.00
C (-27.4293, -6.0696, -11.1524)  0.00
C (-27.0961, -4.7994, -10.2163)  0.00
O (-28.3853, -4.5073, -9.7825)  0.00
O (-27.9272, -7.1426, -10.4015)  0.00
H (-26.5356, -6.3594, -11.7050)  0.00
H (-28.1494, -5.8878, -11.9502)  0.00
H (-26.6126, -3.9846, -10.7551)  0.00
H (-26.4988, -5.0866, -9.3508)  0.00
H (-28.7104, -5.3773, -9.5397)  0.00
H (-28.4796, -7.6895, -10.9649)  0.00
C (-21.2237, 2.5681, -16.2431)  0.03
C (-22.0010, 1.2594, -16.4864)  0.04
O (-21.9504, 0.6347, -15.2189)  0.12
O (-20.8352, 3.0845, -17.4945)  0.01
H (-20.2964, 2.3892, -15.6989)  0.01
H (-21.9008, 3.1524, -15.6199)  0.00
H (-21.5572, 0.7045, -17.3129)  0.02
H (-23.0424, 1.5453, -16.6344)  0.00
H (-21.3331, -0.0985, -15.1637)  0.06
H (-20.4811, 3.9496, -17.2757)  0.00
C (-24.9735, 6.2334, -19.8791)  0.00
C (-24.0577, 6.7637, -18.7986)  0.00
O (-24.2170, 8.1973, -18.6830)  0.00
O (-26.2944, 6.3055, -19.4498)  0.00
H (-24.7775, 5.2181, -20.2239)  0.00
H (-24.8276, 6.8661, -20.7546)  0.00
H (-23.0426, 6.5310, -19.1202)  0.00
H (-24.2273, 6.2911, -17.8312)  0.00
H (-25.0410, 8.3291, -18.2083)  0.00
H (-26.8104, 5.7475, -20.0363)  0.00
C (-29.4606, -4.0353, -18.5202)  0.00
C (-30.8680, -4.4673, -18.2204)  0.00
O (-31.5568, -3.3964, -17.5897)  0.00
O (-28.5611, -3.8976, -17.4139)  0.00
H (-29.5818, -2.9944, -18.8200)  0.00
H (-28.9413, -4.6495, -19.2559)  0.00
H (-30.8375, -5.2976, -17.5148)  0.00
H (-31.3400, -4.7840, -19.1504)  0.00
H (-31.1247, -3.2772, -16.7407)  0.00
H (-27.6426, -3.9915, -17.6767)  0.00
C (-30.9481, 1.1485, -12.2446)  0.00
C (-29.4898, 0.9203, -12.5609)  0.00
O (-28.7677, 2.0755, -12.3457)  0.00
O (-31.1269, 0.9380, -10.8521)  0.00
H (-31.5800, 0.4746, -12.8231)  0.00
H (-31.3395, 2.1456, -12.4463)  0.00
H (-29.3385, 0.6350, -13.6020)  0.00
H (-29.1268, 0.0274, -12.0521)  0.00
H (-27.8465, 1.9020, -12.5528)  0.00
H (-30.4473, 1.4947, -10.4651)  0.00
C (-20.6111, -13.5093, -10.9614)  0.00
O (-20.3249, -12.5341, -11.9315)  0.00
C (-20.6507, -11.1589, -11.6512)  0.00
C (-19.8162, -10.2487, -12.5697)  0.00
N (-20.5407, -9.6819, -13.6555)  0.00
C (-21.6152, -8.7255, -13.3176)  0.01
C (-22.3115, -8.1648, -14.5566)  0.03
O (-23.5054, -7.4885, -14.1770)  0.00
C (-23.6308, -6.1745, -14.5784)  0.04
H (-21.6277, -13.6543, -10.5957)  0.00
H (-19.9471, -13.3403, -10.1137)  0.00
H (-20.4299, -14.4636, -11.4559)  0.00
H (-20.4121, -10.9046, -10.6185)  0.00
H (-21.7360, -11.0667, -11.6921)  0.00
H (-18.9403, -10.7700, -12.9559)  0.00
H (-19.4014, -9.3523, -12.1087)  0.00
H (-21.0071, -10.4283, -14.1508)  0.00
H (-21.1223, -7.9909, -12.6809)  0.00
H (-22.3838, -9.2095, -12.7151)  0.00
H (-22.4261, -8.9914, -15.2578)  0.01
H (-21.5597, -7.5993, -15.1072)  0.01
H (-24.6198, -5.7374, -14.4403)  0.00
H (-23.4271, -5.9957, -15.6341)  0.01
H (-22.8760, -5.6603, -13.9834)  0.03
C (-25.6892, 3.4929, -8.2753)  0.00
O (-24.7512, 2.8085, -9.0790)  0.00
C (-25.0118, 2.8104, -10.5052)  0.00
C (-23.9787, 1.9081, -11.1277)  0.00
N (-24.2156, 0.5007, -10.6750)  0.00
C (-23.2983, -0.5125, -11.1714)  0.02
C (-23.7020, -1.7703, -10.3312)  0.01
O (-24.1099, -1.5895, -8.9600)  0.00
C (-23.9459, -2.6821, -8.0930)  0.00
H (-25.4324, 3.3448, -7.2264)  0.00
H (-26.7281, 3.1861, -8.3961)  0.00
H (-25.6330, 4.5500, -8.5351)  0.00
H (-24.9591, 3.8819, -10.6983)  0.00
H (-25.9972, 2.4137, -10.7498)  0.00
H (-23.0223, 2.3577, -10.8607)  0.00
H (-24.0241, 2.0571, -12.2065)  0.00
H (-24.3965, 0.4483, -9.6827)  0.00
H (-22.2422, -0.3062, -10.9977)  0.01
H (-23.3997, -0.7961, -12.2190)  0.01
H (-22.7429, -2.2862, -10.3760)  0.01
H (-24.4768, -2.3222, -10.8634)  0.00
H (-24.2101, -2.4510, -7.0611)  0.00
H (-22.8698, -2.8369, -8.0146)  0.00
H (-24.3630, -3.6019, -8.5030)  0.00
C (-26.1823, -11.9923, -20.0451)  0.01
O (-27.1454, -11.0688, -19.5733)  0.01
C (-27.6747, -10.2624, -20.6276)  0.01
C (-28.6638, -9.2789, -19.9380)  0.00
N (-27.9657, -8.5107, -18.9273)  0.00
C (-28.9466, -7.8287, -18.0270)  0.00
C (-28.2614, -7.1852, -16.7818)  0.00
O (-28.2266, -8.1471, -15.7283)  0.00
C (-27.6154, -7.6546, -14.5440)  0.01
H (-25.8276, -12.5356, -19.1693)  0.00
H (-25.3349, -11.4993, -20.5214)  0.00
H (-26.6164, -12.6578, -20.7913)  0.00
H (-28.1531, -10.8943, -21.3759)  0.00
H (-26.8692, -9.7463, -21.1501)  0.00
H (-29.4941, -9.8260, -19.4916)  0.00
H (-28.9925, -8.5205, -20.6487)  0.00
H (-27.4952, -9.1596, -18.3127)  0.00
H (-29.6153, -8.6000, -17.6449)  0.00
H (-29.6290, -7.1955, -18.5941)  0.00
H (-28.9224, -6.3992, -16.4167)  0.00
H (-27.3353, -6.7384, -17.1435)  0.00
H (-27.5857, -8.4051, -13.7541)  0.00
H (-28.2452, -6.8519, -14.1607)  0.00
H (-26.6117, -7.2895, -14.7620)  0.00
C (-26.7152, 3.3579, -17.5072)  0.00
O (-26.1658, 3.1309, -16.2073)  0.00
C (-26.5433, 1.9424, -15.6358)  0.00
C (-25.9667, 1.7820, -14.2285)  0.00
N (-26.4566, 0.6455, -13.4725)  0.00
C (-26.3259, -0.6488, -14.1530)  0.01
C (-26.5608, -1.8056, -13.1924)  0.00
O (-26.1538, -3.1110, -13.6123)  0.01
C (-26.6536, -3.5996, -14.8587)  0.01
H (-27.6597, 3.8995, -17.4558)  0.00
H (-26.8712, 2.4295, -18.0567)  0.00
H (-26.1155, 3.9852, -18.1668)  0.00
H (-26.2616, 1.0801, -16.2402)  0.00
H (-27.6333, 1.9356, -15.6473)  0.00
H (-26.1519, 2.7562, -13.7761)  0.00
H (-24.9011, 1.6099, -14.3799)  0.00
H (-25.8808, 0.6274, -12.6430)  0.00
H (-25.2724, -0.6710, -14.4318)  0.01
H (-26.9164, -0.7952, -15.0574)  0.00
H (-27.5944, -1.8815, -12.8547)  0.00
H (-26.0886, -1.6353, -12.2249)  0.00
H (-27.0650, -4.6090, -14.8538)  0.00
H (-25.6852, -3.6922, -15.3502)  0.01
H (-27.1973, -2.9041, -15.4981)  0.00
C (-32.3162, 0.0396, -16.1504)  0.00
C (-31.0342, 0.6648, -16.6198)  0.00
C (-30.0952, -0.4800, -17.0479)  0.00
O (-31.3068, 1.4597, -17.7188)  0.00
H (-33.0851, 0.7696, -15.8971)  0.00
H (-32.3149, -0.6324, -15.2923)  0.00
H (-32.7375, -0.5557, -16.9605)  0.00
H (-30.5951, 1.2188, -15.7901)  0.00
H (-29.2094, 0.0700, -17.3660)  0.00
H (-30.5376, -1.0090, -17.8920)  0.00
H (-29.8177, -1.1527, -16.2363)  0.00
H (-32.2455, 1.6419, -17.6332)  0.00
C (-25.2797, -2.0410, -18.2597)  0.03
C (-25.1652, -3.4890, -18.7499)  0.02
C (-23.7363, -4.0041, -18.6617)  0.10
O (-26.0417, -4.3752, -18.1435)  0.02
H (-26.2186, -1.5477, -18.5111)  0.00
H (-24.5741, -1.4300, -18.8227)  0.01
H (-25.0264, -1.9974, -17.2005)  0.01
H (-25.4619, -3.5321, -19.7978)  0.00
H (-23.3228, -4.0783, -17.6559)  0.03
H (-23.0333, -3.4171, -19.2528)  0.02
H (-23.6033, -5.0084, -19.0641)  0.03
H (-25.7538, -5.2404, -18.4438)  0.01

=====

Q: What is the total charge in the first record?
A: +1

=====

Q: calculated total energy of number 2 (C46H124N4O26)?
A: -108893.96294 eV